Record 1
The following is a quantum chemistry calculation of a structure of composition C7H16F6LiN3O9S2 at a distorted geometry, from the Open Molecules 2025 dataset.

Each line ends with the natural charge from an NBO analysis.
Atoms and positions in Å:
O 14.40 19.24 6.15  -0.7619
O 16.07 21.39 7.61  -0.7599
S 17.79 16.70 6.91  2.2242
C 16.92 23.04 9.19  -0.0886
O 19.81 18.33 8.11  -0.9084
H 15.49 21.49 9.58  0.1943
H 14.41 21.18 5.38  0.1783
S 19.02 19.02 7.15  2.2072
H 16.52 21.98 6.99  0.4906
H 15.73 19.27 12.36  0.3949
H 13.63 19.39 6.70  0.4885
C 20.03 19.17 5.58  0.7478
H 15.33 18.84 3.62  0.1850
H 14.53 19.40 11.13  0.4060
C 16.38 18.89 10.41  0.8064
H 18.33 18.33 10.12  0.4343
O 17.33 16.27 8.19  -0.9143
C 15.33 19.88 3.97  -0.0961
O 16.64 20.20 4.39  -0.7250
H 14.93 22.85 8.56  0.1623
H 16.93 19.51 5.00  0.4839
H 17.87 18.41 11.77  0.3913
C 14.29 20.15 5.02  -0.0957
F 16.56 14.74 5.69  -0.2967
Li 16.07 19.38 7.28  0.8625
H 13.28 20.08 4.61  0.1796
C 15.77 22.16 8.78  -0.0910
O 18.66 20.37 7.50  -0.9818
O 19.04 16.20 6.44  -0.9206
H 18.31 21.67 8.78  0.5028
N 17.63 18.54 10.81  -0.8178
F 19.62 18.31 4.67  -0.2950
O 18.12 22.32 9.47  -0.7381
N 15.49 19.30 11.39  -0.8401
O 16.06 18.86 9.20  -0.7475
F 21.30 18.94 5.91  -0.2963
H 16.64 23.57 10.10  0.1883
C 16.56 16.06 5.68  0.7238
H 17.11 23.79 8.41  0.1513
F 15.33 16.50 5.96  -0.3154
F 19.91 20.40 5.11  -0.3002
N 17.60 18.31 6.71  -1.2853
H 15.05 20.51 3.12  0.1906
F 16.88 16.49 4.45  -0.3178

Computed properties:
Highest occupied orbital energy: -10.2303 eV

Record 2
The following is a quantum chemistry calculation of the molecule C15H17F2N3O2 at a distorted geometry, from the Open Molecules 2025 dataset.

Each line ends with the natural charge from an NBO analysis.
Atoms and positions in Å:
N 0.14 -0.96 -1.73  -0.2877
C 1.50 -2.00 0.08  -0.4240
O -0.07 -2.12 7.43  -0.5425
C -1.64 1.80 -1.97  -0.1630
H 0.83 -2.50 7.54  0.5061
H 2.19 -2.13 2.79  0.2243
H -0.30 0.30 -4.77  0.2299
H -0.08 -0.89 1.16  0.2047
O 1.74 -2.25 5.41  -0.6587
F -1.53 2.29 -5.56  -0.3229
H -2.57 4.51 -4.58  0.2458
H 0.90 -2.93 0.03  0.2189
C 1.30 -1.26 -1.23  0.1541
C -2.26 2.98 -1.54  -0.2863
H 2.16 0.43 -3.92  0.2193
H -1.37 1.07 -1.20  0.2428
C -1.37 1.54 -3.32  -0.1240
C 2.34 -0.72 -2.07  -0.3384
H 3.39 -0.77 -1.89  0.2219
C 1.14 -1.89 2.61  -0.3766
C 0.72 -1.58 5.14  0.6256
H 1.57 -0.22 1.34  0.1988
C -2.60 3.94 -2.51  0.4063
H -0.55 -0.99 3.48  0.2116
H -1.49 -0.55 -3.78  0.2329
N 0.35 -0.19 -2.87  -0.1888
H -1.08 -1.02 5.94  0.3864
C -2.30 3.74 -3.83  -0.3549
C 0.97 -1.12 1.27  -0.3799
H 2.55 -2.31 0.22  0.2191
C -1.73 2.54 -4.25  0.4200
C 1.72 -0.05 -3.07  -0.0334
H 0.83 0.03 3.65  0.2303
H 0.59 -2.82 2.55  0.2003
C -0.71 0.25 -3.80  -0.2205
H -2.47 3.23 -0.51  0.2317
C 0.48 -1.02 3.73  -0.4872
N -0.20 -1.48 6.16  -0.3263
F -3.10 5.12 -2.12  -0.3155

Computed properties:
Highest occupied orbital energy: -9.1800 eV
SMILES string: O=C(CCCCc1ccn(Cc2ccc(F)cc2F)n1)NO

Record 3
The following is a quantum chemistry calculation of a cluster of 2 separate species, C4H11NO2 in total at a distorted geometry, from the Open Molecules 2025 dataset.

Each line ends with the natural charge from an NBO analysis.
Atoms and positions in Å:
H 1.69 -0.47 0.01  0.3921
H 0.97 1.56 2.55  0.4572
C -0.56 0.95 0.32  -0.6003
H -0.46 -0.77 -2.70  0.2308
H -2.00 -0.34 -0.46  0.2351
C -0.79 0.07 -2.10  -0.6059
O -0.62 -2.58 -0.49  -0.6116
C -0.93 -0.19 -0.59  -0.3328
N 1.16 -1.33 0.04  -0.8380
H 0.01 0.78 -2.34  0.2019
H 0.50 1.21 0.24  0.1945
C -0.15 -1.47 -0.35  0.6837
H 1.70 -2.13 0.28  0.4044
H 1.22 0.50 3.41  0.4614
H -1.22 1.81 0.28  0.2268
H -0.55 0.61 1.37  0.1989
O 1.71 1.29 3.10  -0.9167
H -1.68 0.50 -2.57  0.2183

Computed properties:
Highest occupied orbital energy: -9.7787 eV
SMILES string: CC(C)C(N)=O.O

Record 4
The following is a quantum chemistry calculation of a structure of composition C4H6NO2S at a distorted geometry, from the Open Molecules 2025 dataset.

Each line ends with the natural charge from an NBO analysis.
Atoms and positions in Å:
H 1.21 1.10 1.91  0.2116
H -2.52 0.29 -0.30  0.2007
C -0.32 0.36 -0.29  -0.2902
C -0.03 -0.40 0.92  0.5051
H 1.53 -0.56 2.29  0.2116
O 1.19 -1.20 -1.91  -0.4752
N 1.15 -0.07 -1.43  0.0463
C 1.19 0.04 1.52  -0.6306
H -1.65 -0.85 -1.43  0.2122
H -0.16 1.46 -0.27  0.1953
H -1.75 0.87 -1.72  0.1879
S 2.45 0.17 0.27  -0.1433
O -0.62 -1.34 1.34  -0.5989
C -1.69 0.13 -0.91  -0.6323

Computed properties:
Highest occupied orbital energy (alpha / beta): -3.0747 / -3.0767 eV
Total charge: -1

Record 5
The following is a quantum chemistry calculation of a cluster of 5 separate species, C5H10Cl10 in total at a distorted geometry, from the Open Molecules 2025 dataset.

Each line ends with the natural charge from an NBO analysis.
Atoms and positions in Å:
Cl 1.15 0.63 -1.52  -0.0514
H 3.65 1.64 -2.50  0.2222
H -1.86 -1.12 -5.40  0.2220
H 5.22 1.35 -3.32  0.2241
Cl -0.23 1.20 0.99  -0.0344
Cl 4.81 -0.20 -1.51  -0.0270
Cl 5.42 2.60 -1.27  -0.0453
C -3.10 -2.07 3.20  -0.3675
Cl -2.29 1.46 4.73  -0.0115
C -0.35 0.33 -0.57  -0.3743
H -0.60 0.22 3.68  0.2303
C -0.96 -0.73 -4.94  -0.4194
H -0.38 -0.75 -0.41  0.2262
Cl 0.53 2.16 4.47  -0.0395
H -0.53 -1.54 -4.34  0.2241
H -0.26 0.19 5.38  0.2265
Cl -2.21 -1.33 1.76  -0.0668
Cl -1.40 0.68 -4.02  -0.0101
Cl -2.34 -3.64 3.51  -0.0208
H -4.16 -2.26 3.00  0.2239
C 4.70 1.36 -2.36  -0.3724
Cl 0.21 -0.39 -6.20  -0.0147
H -1.23 0.78 -1.03  0.2328
C -0.66 0.82 4.59  -0.4051
H -3.13 -1.41 4.06  0.2280

Computed properties:
Highest occupied orbital energy: -10.7839 eV
SMILES string: ClCCl.ClCCl.ClCCl.ClCCl.ClCCl

Record 6
The following is a quantum chemistry calculation of a cluster of 15 separate species, C66H121N15O6 in total at a distorted geometry, from the Open Molecules 2025 dataset.

Each line ends with the Löwdin charge.
Atoms and positions in Å:
C 12.86 31.14 4.29  -0.2232
H 2.59 39.07 13.17  0.1219
N 14.48 36.05 4.13  0.1452
N 1.32 41.41 13.71  -0.0620
C 17.91 28.26 6.74  -0.2088
O 7.22 35.66 8.00  -0.2109
H 4.61 40.29 10.24  0.0829
C 14.25 38.66 3.98  -0.1875
H 15.15 38.74 5.89  0.1046
H 1.71 38.78 11.61  0.1209
C 2.95 33.12 10.86  -0.2017
C 14.27 39.18 5.42  -0.2509
H 8.21 41.06 -0.40  0.1159
C 5.20 24.94 6.37  -0.1240
H 2.64 32.14 10.50  0.1249
H 3.06 33.74 9.98  0.1186
N 3.78 26.80 12.33  0.1447
N 3.22 27.65 2.75  0.0033
C 7.88 40.17 -0.94  -0.1888
H 5.51 25.54 7.21  0.0883
H 4.18 33.48 5.67  0.1145
N 5.30 40.50 -1.56  0.1266
C 7.59 27.45 11.82  -0.1193
H 1.17 40.45 3.66  0.1090
H -0.75 41.09 15.50  0.1183
C 12.04 44.01 5.19  -0.2877
H 3.23 24.60 7.13  0.0951
H 10.11 33.47 0.17  0.0715
H 11.21 30.14 10.87  0.0926
C 4.89 30.26 8.32  -0.1168
H 12.80 43.05 6.93  0.0698
H 16.72 26.43 5.23  0.0932
H 7.78 25.32 12.03  0.1052
O 15.36 32.52 8.92  -0.2045
C 0.27 42.36 14.05  -0.2141
H 9.34 32.56 2.46  0.0944
H 1.21 27.45 3.28  0.1075
C 9.86 31.80 11.62  -0.1319
C 17.94 28.95 8.12  -0.1947
H 10.68 34.31 1.69  0.0653
H 8.38 31.91 0.16  0.1131
H 4.21 31.26 12.81  0.0708
H 11.00 43.27 3.57  0.1263
C 16.38 27.45 5.06  -0.1118
H 9.95 30.38 5.46  0.0705
H 3.68 26.91 3.25  0.1399
C 8.76 33.24 1.84  -0.2358
C 7.23 35.94 6.64  -0.2149
C 4.40 32.34 12.83  -0.0926
H 3.78 32.84 13.57  0.0701
C 8.22 38.87 -0.19  -0.2544
H 13.15 39.07 7.39  0.0727
H 8.91 31.76 11.11  0.0827
H 3.55 38.96 9.95  0.0784
C 11.00 30.96 11.53  -0.1113
H 5.30 32.90 4.51  0.1130
H 0.81 29.60 1.74  0.0937
H 13.85 33.74 8.51  0.0800
H 5.04 28.46 2.02  0.1066
N 1.60 37.60 6.27  0.1229
H 0.71 43.11 14.72  0.1142
H 11.29 43.82 7.26  0.0711
C 10.51 30.53 6.39  -0.1117
H 13.44 30.57 6.22  0.1153
H 9.05 38.66 9.80  0.1420
C 3.90 24.38 6.31  -0.1285
C 10.56 38.79 11.33  -0.1329
H 11.09 32.49 5.91  0.1045
C 2.00 33.91 11.64  -0.2323
H 9.45 35.06 0.76  0.0560
H 18.51 28.79 6.00  0.1171
C 12.88 31.36 5.74  -0.1889
C 3.31 40.25 4.01  -0.0991
H -3.47 44.18 14.65  0.0829
H 7.06 37.02 6.56  0.1162
H 0.34 39.67 13.24  0.1115
C 16.72 32.33 9.30  -0.2179
H 6.49 26.62 14.01  0.1088
H 11.00 29.58 6.60  0.0705
H 15.06 39.08 3.39  0.1185
H 10.46 37.74 11.55  0.0981
H 4.74 38.85 11.22  0.0824
H 4.64 30.49 9.35  0.0736
H -1.59 41.19 14.00  0.1047
N 9.08 42.06 5.61  0.1525
H 18.44 27.32 6.79  0.1128
C 3.78 23.72 5.13  -0.1443
N 17.27 30.25 8.04  -0.0636
H 12.12 39.24 6.00  0.0599
H 11.71 31.96 7.48  0.1028
C 5.14 31.52 6.22  -0.1943
O 3.10 40.30 11.50  -0.1772
H 16.88 32.76 10.29  0.1138
C 7.82 32.50 0.88  -0.1894
H 5.45 32.36 13.14  0.0616
C 6.94 33.43 0.12  -0.2232
C 7.00 26.09 11.98  -0.2774
C 6.09 35.08 5.99  -0.2061
C 11.88 31.46 12.44  -0.1482
H 17.41 32.91 8.68  0.1227
H 5.14 35.44 6.38  0.1154
H 3.38 30.27 0.89  0.0856
C 10.90 40.98 11.02  -0.1364
H 4.02 40.24 4.84  0.0737
N 9.72 39.22 10.30  0.0100
C 9.99 32.65 12.69  -0.1393
H 12.70 44.82 7.14  0.0754
C 1.53 38.74 6.04  -0.2206
H 14.52 33.92 10.13  0.0849
H 6.37 25.89 11.12  0.1004
N 6.26 34.21 -0.43  0.1281
H 16.91 28.09 4.35  0.0916
C 4.31 33.11 11.49  -0.2673
H 15.42 34.56 8.71  0.0889
C 1.89 28.00 2.64  -0.1623
H 4.71 34.11 11.59  0.1141
C 14.35 37.20 4.05  -0.2398
H 4.17 29.49 8.05  0.0871
C 14.78 33.76 9.08  -0.1225
C 5.12 32.93 5.59  -0.1737
H 8.03 27.50 10.82  0.0782
H 8.21 35.82 6.19  0.1132
H 9.40 41.20 9.43  0.1022
H 11.61 33.02 13.91  0.1477
H 1.57 40.89 14.55  0.1020
H 13.32 38.93 3.48  0.1148
C 13.06 38.79 6.34  -0.0918
C 12.23 43.95 6.71  -0.0924
H 11.97 42.11 4.44  0.1168
C 8.11 34.65 8.52  -0.0863
C 1.00 40.37 12.72  -0.2124
C 7.49 38.82 1.15  -0.1113
H 8.38 40.17 -1.91  0.1092
H 6.11 35.28 4.92  0.1143
H 8.30 27.72 12.60  0.0788
H 5.19 23.10 3.77  0.1453
H 16.46 30.20 7.44  0.1035
H 11.27 41.99 11.11  0.0913
H 12.99 44.09 4.66  0.1147
H 1.89 41.76 4.63  0.0970
H 6.42 38.93 0.98  0.0690
N 11.25 32.44 13.16  -0.0028
C -2.77 43.46 14.23  -0.1013
H -3.27 42.69 13.63  0.0816
C 11.27 42.94 4.57  -0.2210
H -2.18 44.08 13.56  0.0724
H 9.36 33.45 13.05  0.1079
H 12.88 31.12 12.66  0.1082
O 4.87 31.49 7.64  -0.2027
C 1.47 40.23 5.87  -0.1914
H 2.09 40.65 6.65  0.1128
H 8.26 33.89 2.55  0.0977
H 17.41 28.34 8.86  0.1100
H 6.15 24.99 13.76  0.1116
H 9.12 35.00 8.30  0.0793
H 9.75 30.61 7.16  0.0619
H 5.00 32.61 10.80  0.0927
H 7.81 39.54 1.90  0.0722
C 3.10 29.38 1.44  -0.1202
C 11.53 31.66 6.45  -0.2420
H 8.04 34.62 9.61  0.0801
N 5.03 23.68 4.58  -0.0098
H 6.93 24.55 4.97  0.1030
C 9.92 40.58 10.14  -0.1422
H 2.93 23.20 4.71  0.1072
C 17.06 30.85 9.34  -0.2176
H 7.68 37.85 1.62  0.0639
C 4.02 39.53 10.75  -0.1241
H 6.06 33.45 7.23  0.0787
H 18.97 29.00 8.48  0.1154
H 11.61 45.00 5.02  0.1119
H 4.42 30.86 5.74  0.1157
O -1.95 42.78 15.21  -0.2076
H 3.59 40.89 3.17  0.0690
H 16.28 30.34 9.91  0.1193
N 6.22 33.67 6.26  -0.0669
H 0.00 43.02 13.22  0.1091
H 18.01 30.76 9.86  0.1189
C 6.44 40.32 -1.30  -0.2147
C 1.88 40.69 4.45  -0.2481
H 7.11 31.85 1.40  0.1066
H 5.88 29.80 8.29  0.0842
C 2.18 39.51 12.26  -0.2202
H 12.14 39.82 12.46  0.0893
N 12.86 30.95 3.15  0.1300
H 0.58 40.78 11.80  0.1258
C 4.78 26.44 12.73  -0.2513
C -1.01 41.79 14.71  -0.1920
H 15.33 27.56 4.78  0.0904
H 14.36 40.26 5.50  0.0943
C 11.34 39.86 11.73  -0.1220
H 6.09 31.03 6.00  0.1144
H 3.24 39.23 3.65  0.0665
O 16.57 28.14 6.24  -0.2241
H 12.88 37.72 6.22  0.0607
N 1.30 34.51 12.32  0.1406
C 3.96 28.49 1.98  -0.1647
H 13.47 32.26 5.90  0.1113
C 5.91 24.46 5.30  -0.1298
H 0.47 40.59 6.10  0.1101
C 10.04 42.46 5.17  -0.2346
C 1.74 29.07 1.84  -0.0911
H 9.29 38.74 0.00  0.1010
H 6.77 28.15 11.93  0.0722
C 6.08 25.96 13.25  -0.1518
H 8.01 37.96 -0.76  0.1084
H 7.97 33.65 8.10  0.0706
C 9.84 34.08 1.03  -0.0855

Computed properties:
Highest occupied orbital energy: -8.2542 eV

Record 7
The following is a quantum chemistry calculation of a structure of composition C23H35BrCoN5 at a distorted geometry, from the Open Molecules 2025 dataset.

Each line ends with the natural charge from an NBO analysis.
Atoms and positions in Å:
H 0.51 1.26 3.62  0.2117
C 0.01 -3.48 0.14  -0.2000
C 0.89 -4.59 0.18  -0.0522
C 0.71 0.98 2.58  -0.2382
H -3.32 1.34 2.97  0.2399
H 5.45 1.96 0.13  0.2145
H 0.08 -0.93 2.41  0.4258
N 0.68 1.84 0.30  -0.6890
H -1.98 2.16 2.20  0.1984
H -1.10 2.64 -1.88  0.1994
H -2.11 -0.87 2.61  0.2244
N -0.24 0.06 -1.98  -0.6713
H 1.51 1.28 0.07  0.3970
H 2.85 -5.30 0.77  0.2166
H -3.53 -0.05 -1.41  0.2243
H -3.89 1.64 0.63  0.1923
H 1.70 2.76 1.94  0.1973
C 5.34 0.02 -0.84  -0.5172
H -1.78 0.21 -3.44  0.1989
C 0.40 1.26 -2.58  -0.2288
N 2.74 -0.22 -1.07  -0.4291
N -2.10 0.79 -0.13  -0.6810
C 1.72 -2.12 1.08  -0.2181
N -0.28 -0.03 2.12  -0.6397
C -1.71 -5.03 -0.69  -0.2729
C -2.65 0.59 -1.49  -0.2411
H -1.09 -7.06 -1.08  0.2268
H 5.78 -0.50 -1.69  0.2620
C -1.64 -0.12 -2.41  -0.2424
H 1.68 3.32 -0.84  0.1917
H -0.05 2.91 1.93  0.1958
H 1.68 0.50 2.57  0.2097
C -3.14 0.89 0.89  -0.2112
Br -2.72 -2.51 -0.08  0.0157
C -0.01 2.60 -1.97  -0.4259
H 3.57 -3.11 1.66  0.2115
C 0.47 -2.17 0.52  -0.3421
H -2.99 1.54 -1.91  0.1915
H 5.63 -0.52 0.05  0.2562
C -2.52 1.21 2.24  -0.4251
H 0.12 3.79 -0.19  0.2061
C 0.77 2.22 1.71  -0.2278
C 0.66 2.96 -0.65  -0.2199
H 1.20 -6.68 -0.25  0.2191
H 0.15 1.27 -3.64  0.1990
H -3.66 -0.07 0.95  0.2054
H -2.74 -5.20 -0.97  0.2313
H 0.29 -0.74 -2.30  0.4126
C 2.59 -3.23 1.21  -0.2458
C 5.79 1.48 -0.78  -0.5903
H -1.46 0.22 3.84  0.1981
C -1.61 0.09 2.76  -0.2228
H -1.57 1.65 -0.12  0.3871
H 0.25 3.38 -2.69  0.2375
H 6.88 1.52 -0.80  0.2339
H -1.84 -1.19 -2.37  0.2292
C 0.48 -5.87 -0.27  -0.1772
Co -0.21 -0.34 0.11  1.0882
C 3.88 -0.10 -0.97  0.3712
H 1.48 1.13 -2.50  0.2279
H 2.12 -1.17 1.43  0.1635
C -0.78 -6.08 -0.73  -0.1997
C -1.32 -3.79 -0.26  0.0560
H 5.42 2.04 -1.64  0.2193
C 2.19 -4.44 0.72  -0.1780

Computed properties:
Highest occupied orbital energy (alpha / beta): -10.1046 / -10.1179 eV
Total charge: +1
Multiplicity: 2

Record 8
The following is a quantum chemistry calculation of the molecule C4H12N4O2 at a distorted geometry, from the Open Molecules 2025 dataset.

Each line ends with the natural charge from an NBO analysis.
Atoms and positions in Å:
H 1.54 2.43 -0.61  0.2310
N 0.72 0.14 -2.12  -0.8464
C 1.76 1.40 -0.33  -0.6964
H 0.42 -0.79 -2.40  0.3682
C -0.82 -0.53 1.00  0.7802
N 0.49 -2.31 -0.38  -0.4979
H 0.35 0.43 2.55  0.2185
H -0.52 -2.34 -0.56  0.3442
O 0.70 -1.13 0.37  -0.4898
H -1.93 1.17 -2.10  0.4076
C 0.72 0.47 -0.89  0.5869
N -0.71 0.83 -0.21  -0.3955
H -2.02 -0.06 -1.32  0.3646
H 0.96 -2.12 -1.27  0.3286
O -1.81 -1.16 0.69  -0.6616
H -1.33 0.01 3.01  0.2370
H -0.14 -1.24 2.88  0.2644
N -1.79 0.92 -1.12  -0.6938
C -0.45 -0.30 2.44  -0.7028
H -0.67 1.69 0.33  0.3873
H 1.77 1.34 0.76  0.2168
H 2.74 1.14 -0.72  0.2488

Computed properties:
Highest occupied orbital energy: -8.7397 eV
SMILES string: [H]/N=C(/C)[N@@H+](N)[C@@](C)([O-])ON